DFT (ωB97M-V/def2-TZVPD) results for a structure of composition C4H8N2O.

Each line ends with the Löwdin charge.
CARTESIAN COORDINATES (ANGSTROEM)
C (1.34040, -0.72207, 1.50757)  -0.12
N (1.07763, -0.51999, 0.09105)  -0.09
C (0.18482, 0.56200, -0.19111)  -0.29
C (-0.37618, 0.47381, -1.62826)  -0.24
O (-1.47961, -0.37944, -1.40434)  -0.24
C (-1.23774, 0.40291, 0.32170)  -0.15
N (-2.35573, 0.66984, 0.64831)  0.19
H (0.43115, -0.90565, 2.10491)  0.08
H (2.01236, -1.57551, 1.62905)  0.08
H (1.84391, 0.16076, 1.91608)  0.08
H (0.68963, -1.36416, -0.32189)  0.12
H (0.61259, 1.51356, 0.14608)  0.15
H (0.36466, 0.00939, -2.28919)  0.12
H (-0.65103, 1.46333, -2.02494)  0.12
H (-2.45687, 0.21121, -0.50502)  0.17

Cartesian forces (eV/Å) of the 3 atoms listed first:
C 0.07 -0.01 0.17
N -0.12 -0.13 -0.05
C 0.04 0.09 -0.04

Values from the calculation:
HOMO = -0.3451 Ha
energy relative to the best compared isomer or geometry (same formula, charge and spin) = 5.111 eV
frontier orbital gap = 10.2 eV
total charge = 0
LUMO = 0.817 eV

=====

DFT (ωB97M-V/def2-TZVPD) results for a structure of composition C32H39ClN8O3STb.

Each line ends with the Mulliken spin population.
CARTESIAN COORDINATES (ANGSTROEM)
Tb (-0.26306, 0.20678, 0.16049)  5.98
N (2.54792, 0.34877, -0.21950)  0.00
C (3.15275, 1.39404, 0.61450)  0.00
C (2.36119, 1.67223, 1.88067)  0.00
O (2.92038, 2.36322, 2.75939)  0.00
N (1.13194, 1.18106, 1.90574)  0.01
C (0.41387, 1.31331, 3.16069)  0.00
C (-0.61756, 0.20634, 3.31620)  0.00
O (-1.12240, 0.00047, 4.40634)  0.00
O (-0.90647, -0.43132, 2.21344)  0.01
H (2.65381, -0.55240, 0.23102)  0.00
H (3.03594, 0.27812, -1.10164)  0.00
H (3.17866, 2.32122, 0.03897)  0.00
H (4.17864, 1.17731, 0.92226)  0.00
H (-0.14132, 2.26138, 3.21565)  0.00
H (1.07470, 1.30007, 4.02737)  0.00
S (-1.25854, -4.46781, -2.29790)  0.00
C (-2.65275, -3.58518, -2.79944)  0.00
C (-3.64113, -3.95443, -3.70693)  0.00
C (-4.67046, -3.06203, -3.94761)  0.00
C (-4.70753, -1.82642, -3.29179)  0.00
C (-3.71952, -1.46369, -2.39480)  0.00
C (-2.67538, -2.35025, -2.14358)  0.00
N (-1.59599, -2.11422, -1.28528)  0.01
C (-0.79603, -3.13342, -1.26121)  0.00
C (0.39036, -3.23958, -0.38857)  0.00
C (1.00447, -4.48568, -0.22132)  0.00
C (2.02217, -4.63308, 0.70230)  0.00
C (2.38400, -3.53094, 1.47305)  0.00
C (1.76446, -2.30405, 1.26898)  0.00
C (0.76723, -2.08832, 0.30101)  -0.01
H (-3.60665, -4.91367, -4.20852)  0.00
H (-5.45434, -3.32670, -4.64675)  0.00
H (-5.51785, -1.13413, -3.48189)  0.00
H (-3.74546, -0.50203, -1.90115)  0.00
H (0.67453, -5.35017, -0.78958)  0.00
H (2.50116, -5.59382, 0.84585)  0.00
H (3.14162, -3.63505, 2.24318)  0.00
H (2.05173, -1.47921, 1.92059)  0.00
C (1.47571, 5.00256, 1.86318)  0.00
N (0.68823, 4.90422, 0.63103)  0.00
C (-0.13207, 6.02485, 0.20968)  0.00
C (0.64460, 3.74481, 0.00368)  0.00
N (0.70945, 2.66418, -0.40255)  0.01
H (0.81410, 5.15472, 2.71831)  0.00
H (2.16916, 5.84270, 1.79119)  0.00
H (2.05590, 4.08997, 2.01055)  0.00
H (-0.79094, 6.33435, 1.02362)  0.00
H (-0.74698, 5.72795, -0.63596)  0.00
H (0.49353, 6.87251, -0.07916)  0.00
C (2.23298, 1.67393, -3.27901)  0.00
N (1.39586, 1.04643, -4.27302)  0.00
C (2.09227, 0.62635, -5.46957)  0.00
C (0.17123, 0.49967, -3.92723)  0.00
N (-0.16592, 0.25384, -2.71342)  0.01
N (-0.64603, 0.25953, -5.03433)  0.00
C (-1.83163, -0.54375, -4.82016)  0.00
C (-0.87344, 1.35811, -5.96037)  0.00
H (2.56730, 2.65520, -3.62943)  0.00
H (3.12973, 1.06642, -3.10433)  0.00
H (1.69939, 1.79385, -2.34481)  0.00
H (2.99329, 0.06213, -5.20150)  0.00
H (2.40662, 1.48858, -6.06743)  0.00
H (1.45700, -0.00848, -6.07997)  0.00
H (-1.15298, 0.01637, -2.67191)  0.00
H (-1.58850, -1.44986, -4.26779)  0.00
H (-2.23748, -0.83465, -5.79037)  0.00
H (-2.61426, -0.00034, -4.27393)  0.00
H (-0.05442, 2.06998, -5.91594)  0.00
H (-1.80080, 1.88851, -5.70820)  0.00
H (-0.96142, 0.98950, -6.98538)  0.00
Cl (-3.38468, 0.38020, 1.14184)  0.00
C (-4.22966, 1.07935, -0.20144)  0.00
C (-5.56459, 0.78938, -0.40298)  0.00
C (-6.18820, 1.19214, -1.58023)  0.00
C (-5.43053, 1.86906, -2.53205)  0.00
C (-4.09744, 2.17311, -2.29631)  0.00
C (-3.43275, 1.80485, -1.10630)  0.02
C (-2.02772, 2.05675, -0.85953)  -0.01
H (-6.09926, 0.21411, 0.34284)  0.00
H (-7.23238, 0.96557, -1.75396)  0.00
H (-5.88920, 2.17722, -3.46569)  0.00
H (-3.53237, 2.72370, -3.04255)  0.00
H (-1.86199, 2.46218, 0.14643)  0.00
H (-1.58783, 2.70888, -1.61243)  0.00

Cartesian forces (eV/Å) of the 3 atoms listed first:
Tb 0.78 0.31 0.00
N -0.14 0.06 0.21
C 0.00 -0.09 -0.22

Values from the calculation:
expectation value of S² = 12.68
2S+1 = 7
HOMO (spin up / spin down) = -0.1486 / -0.1476 Ha
energy relative to the best compared isomer or geometry (same formula, charge and spin) = 0.000 eV
frontier orbital gap (spin up / spin down) = 6.3 / 6.3 eV
total charge = -1
LUMO (spin up / spin down) = 2.239 / 2.240 eV